(1)
Density functional theory data (wB97M-V/def2-TZVPD) for C29H45BN8O2Ru as an isolated structure.

```
86
Properties=species:S:1:pos:R:3:forces:R:3
Ru -0.182 -0.272 -0.500 -0.6 1.4 0.5
C 0.670 -2.919 2.781 0.0 0.0 0.0
C 0.881 -3.534 1.401 -0.1 0.1 0.1
C 1.243 -5.011 1.558 0.0 0.0 -0.1
C -0.341 -3.375 0.542 0.1 0.1 -0.1
C -1.264 -4.400 0.334 -0.1 0.0 0.2
C -2.194 -3.898 -0.540 0.0 0.0 -0.1
N -1.854 -2.649 -0.846 0.3 0.1 -0.1
N -0.709 -2.291 -0.192 -0.3 -0.1 0.4
B -2.369 -1.848 -2.036 -0.2 0.1 0.0
N -3.002 -0.529 -1.589 0.0 0.0 -0.1
C -4.261 -0.107 -1.757 0.0 0.1 0.0
C -4.285 1.255 -1.567 0.0 0.0 0.0
C -2.953 1.607 -1.303 0.1 0.0 0.0
N -2.188 0.511 -1.290 -0.5 -0.2 0.1
C -2.403 2.999 -1.229 -0.1 0.0 0.0
C -2.570 3.687 -2.590 0.1 0.0 0.0
C -3.094 3.818 -0.138 0.1 0.0 0.0
N -1.136 -1.481 -2.907 0.2 -0.3 0.0
C -0.860 -1.762 -4.179 -0.2 0.1 -0.1
C 0.311 -1.118 -4.539 0.0 0.1 0.0
C 0.722 -0.427 -3.401 0.0 0.0 -0.1
N -0.151 -0.698 -2.411 0.4 -0.3 -0.5
C 1.856 0.545 -3.241 0.0 0.0 0.0
C 1.412 1.772 -2.441 -0.1 0.0 -0.1
C 2.405 0.966 -4.603 0.0 0.0 0.0
H 1.571 -3.053 3.380 0.0 0.0 0.0
H -0.163 -3.410 3.291 0.0 0.0 0.0
H 0.456 -1.858 2.720 0.1 0.0 -0.1
H 1.706 -3.029 0.907 0.0 0.0 0.1
H 0.520 -5.525 2.195 0.0 0.0 0.0
H 2.220 -5.098 2.035 0.0 0.0 0.0
H 1.286 -5.529 0.600 0.0 0.0 0.0
H -1.247 -5.382 0.771 0.0 0.0 0.0
H -3.061 -4.351 -0.992 0.0 0.0 0.0
H -3.161 -2.493 -2.662 0.1 0.0 0.0
H -5.044 -0.802 -2.015 0.0 0.0 0.0
H -5.132 1.914 -1.656 0.0 0.0 0.0
H -1.336 2.924 -1.036 0.0 0.0 0.0
H -3.626 3.800 -2.839 0.0 0.0 0.0
H -2.097 3.107 -3.384 0.0 0.0 0.0
H -2.117 4.680 -2.575 0.0 0.0 0.0
H -4.140 3.990 -0.397 0.0 0.0 0.0
H -2.623 4.799 -0.035 0.0 0.0 0.0
H -3.085 3.305 0.825 0.0 0.0 0.0
H -1.533 -2.373 -4.758 0.0 0.0 0.0
H 0.779 -1.116 -5.507 0.0 0.0 0.0
H 2.665 0.057 -2.697 0.0 -0.1 0.1
H 0.658 2.339 -2.992 0.0 0.0 0.0
H 2.261 2.424 -2.237 0.0 0.0 0.0
H 0.984 1.520 -1.462 0.0 0.0 0.1
H 1.623 1.413 -5.219 0.0 0.0 0.0
H 2.825 0.118 -5.144 0.0 0.0 0.0
H 3.199 1.701 -4.474 0.0 0.0 0.0
C -0.157 0.109 3.971 0.1 0.0 0.0
N 1.264 0.352 3.863 0.0 0.1 0.0
C 2.133 -0.258 4.841 0.0 0.1 0.0
C 1.843 0.846 2.637 -0.1 -0.2 0.0
C 2.327 -0.123 1.556 0.0 0.0 -0.2
C 3.630 -0.593 1.743 0.0 0.0 0.1
C 4.282 -1.415 0.845 0.1 0.0 0.1
C 3.625 -1.796 -0.309 -0.1 0.1 -0.1
C 2.330 -1.345 -0.522 0.5 0.0 0.2
C 1.655 -0.496 0.373 0.1 -0.9 -0.3
H -0.716 0.990 4.317 0.0 -0.1 0.1
H -0.342 -0.688 4.691 0.0 0.0 0.0
H -0.604 -0.204 3.024 0.0 0.0 0.0
H 1.777 -0.038 5.851 0.0 0.0 0.0
H 3.134 0.167 4.751 0.0 0.0 0.0
H 2.225 -1.347 4.753 0.0 -0.1 -0.1
H 2.712 1.451 2.915 0.0 0.0 -0.1
H 1.137 1.512 2.172 0.1 0.1 0.1
H 4.157 -0.272 2.635 0.0 0.0 0.0
H 5.297 -1.741 1.036 0.0 0.0 0.0
H 4.102 -2.446 -1.032 0.0 0.0 0.0
H 1.831 -1.710 -1.407 -0.1 -0.1 -0.1
N -0.551 4.572 2.301 -0.1 -0.1 -0.1
C -0.888 3.164 2.468 0.0 0.1 0.0
C -0.460 2.401 1.232 -0.1 0.1 -0.1
O 0.413 3.020 0.476 0.0 0.0 0.1
O -0.861 1.276 0.973 0.1 -0.2 0.2
H -1.300 5.075 1.839 0.0 0.0 0.0
H 0.532 3.908 0.902 0.0 0.1 0.0
H -0.376 5.030 3.185 0.1 0.0 0.0
H -1.933 2.943 2.687 0.0 0.0 0.0
H -0.291 2.743 3.280 0.0 0.0 0.0
```
Positions in Å, forces in eV/Å.

Summary:
LUMO level (spin up / spin down), eV: -3.2 / -3.6
⟨S²⟩: 0.757
Largest force on an atom, eV/Å: 1.54
Relative energy (zero: lowest compared OMol25 entry of this formula, charge and spin), kJ/mol: 0.0
HOMO energy (spin up / spin down), eV: -10.27 / -10.27
Multiplicity: 2
Charge: +1
Frontier orbital gap (spin up / spin down), eV: 7.1 / 6.7

***

(2)
Density functional theory data (wB97M-V/def2-TZVPD) for one molecule with the formula C4H12N2.

```
18
Properties=species:S:1:pos:R:3:forces:R:3
C 1.842 0.800 -0.131 -0.3 -0.3 -0.2
C 0.929 -0.429 -0.066 0.5 0.4 0.5
C 1.534 -1.467 0.878 -0.8 0.4 -0.1
N -0.406 -0.018 0.387 -0.1 -0.3 -0.2
C -1.328 0.227 -0.748 0.7 0.3 1.1
N -2.542 0.898 -0.377 -0.2 0.0 0.0
H 2.826 0.518 -0.487 0.3 -0.1 -0.2
H 1.971 1.203 0.871 -0.2 0.3 0.0
H 1.418 1.527 -0.833 0.2 0.1 0.4
H 0.916 -0.850 -1.070 -0.3 -0.3 -0.3
H 0.873 -2.327 0.984 0.1 -0.3 -0.3
H 1.585 -1.047 1.881 0.4 0.1 0.1
H 2.502 -1.760 0.490 0.2 -0.2 0.3
H -0.782 -0.778 0.943 -0.1 0.0 0.1
H -1.532 -0.718 -1.236 -0.3 -0.1 -0.5
H -0.775 0.893 -1.394 0.1 0.0 -0.6
H -3.075 0.344 0.282 -0.1 0.0 0.0
H -2.302 1.767 0.086 -0.1 0.0 0.0
```
Positions in Å, forces in eV/Å.

Summary:
LUMO level, eV: 1.1
Largest force on an atom, eV/Å: 1.28
Relative energy (zero: lowest compared OMol25 entry of this formula, charge and spin), kJ/mol: 35.0
HOMO energy, eV: -9.01
Multiplicity: 1
SMILES: CC(C)NCN
Charge: 0
Frontier orbital gap, eV: 10.1

***

(3)
Density functional theory data (wB97M-V/def2-TZVPD) for C24H38ClNa2O28 as an isolated structure.

```
93
Properties=species:S:1:pos:R:3:forces:R:3
Na 0.295 2.705 3.524 0.6 -0.8 -0.4
Na -3.237 3.403 -0.304 0.0 -0.7 -0.3
Cl -1.252 0.196 0.334 1.6 1.0 -0.6
O -1.878 0.929 -0.721 -1.5 1.1 -0.9
O -0.229 -0.580 -0.262 1.1 -1.0 -0.3
O -0.640 1.185 1.207 -0.2 0.1 1.0
O -2.161 -0.634 1.010 -1.2 -0.6 1.1
C -1.972 -1.594 -3.687 0.6 -1.4 -0.1
C -0.811 -2.596 -3.911 1.1 3.0 -1.2
O -0.993 -3.585 -2.959 1.3 -1.2 -0.3
C -2.251 -3.609 -2.582 -2.6 -2.9 4.2
O -2.766 -4.451 -1.781 2.2 3.6 -3.7
O -2.858 -2.530 -3.048 -2.1 1.4 -0.1
H -2.373 -1.136 -4.591 -0.4 -0.8 -0.2
H -1.726 -0.724 -3.079 0.0 -0.5 0.8
H 0.113 -2.041 -3.756 0.2 -0.3 0.4
H -0.720 -2.907 -4.952 -0.5 -0.8 0.1
C -6.104 -0.534 2.561 0.1 -1.9 0.6
C -4.649 -0.440 3.047 -2.0 -2.2 1.4
O -4.313 0.854 2.670 2.2 0.2 1.4
C -5.141 1.328 1.802 -0.4 0.1 -2.7
O -4.919 2.333 1.158 -0.3 0.0 0.3
O -6.157 0.481 1.554 -0.2 0.3 0.6
H -6.897 -0.549 3.308 0.0 1.5 0.3
H -6.283 -1.558 2.232 0.2 0.2 -1.3
H -4.106 -1.313 2.684 0.8 0.9 -1.1
H -4.579 -0.645 4.115 -0.1 1.0 0.3
C 1.441 3.148 -3.289 0.4 -0.4 0.4
C 1.344 1.662 -2.804 -1.0 1.8 0.8
O 2.697 1.212 -2.798 -0.6 0.0 -0.7
C 3.524 2.276 -2.867 3.2 0.6 0.4
O 4.751 2.194 -2.761 -4.1 0.5 -0.4
O 2.796 3.443 -3.006 1.8 -1.1 -0.1
H 0.933 3.915 -2.704 -0.7 -0.5 0.0
H 1.247 3.304 -4.351 0.0 -0.2 -0.1
H 0.588 1.094 -3.347 0.8 -0.5 -0.5
H 0.977 1.679 -1.778 0.1 -0.2 0.2
C 0.391 -3.874 0.108 -1.9 0.6 2.5
C -0.670 -4.281 1.239 0.6 0.3 -1.4
O -0.512 -5.700 1.335 0.1 0.3 0.3
C 0.588 -6.106 0.670 0.4 -1.8 -1.5
O 0.976 -7.257 0.561 -0.8 3.0 0.7
O 1.135 -5.042 -0.018 0.6 -0.9 -0.2
H 0.939 -3.039 0.544 0.6 -0.1 -0.4
H -0.133 -3.506 -0.775 0.4 -0.6 -0.3
H -1.675 -4.015 0.910 -0.1 -0.4 0.1
H -0.456 -3.794 2.190 0.1 -0.3 0.0
C 2.730 -3.210 -3.229 -0.9 -2.6 1.4
C 2.690 -1.930 -2.500 1.0 2.0 -1.6
O 3.583 -2.039 -1.420 -0.1 -0.4 0.8
C 3.866 -3.357 -1.263 3.3 -1.0 1.6
O 4.737 -3.809 -0.529 -2.5 1.4 -1.2
O 3.197 -4.079 -2.138 -0.6 -0.7 -1.5
H 3.354 -3.362 -4.110 0.2 0.4 0.3
H 1.710 -3.530 -3.440 0.2 -0.3 -0.3
H 1.673 -1.661 -2.215 0.2 0.3 0.3
H 3.190 -1.232 -3.171 -0.8 0.8 0.2
C -2.495 1.846 -4.288 -0.6 0.3 0.1
O -2.083 3.187 -4.603 0.8 -0.7 -1.5
C -2.028 4.077 -3.673 -0.3 2.4 0.3
O -2.307 3.920 -2.512 -0.3 -0.5 1.7
O -1.698 5.262 -4.195 0.5 -0.5 -1.3
C -1.623 6.511 -3.502 -0.1 -0.8 1.8
H -2.358 1.226 -5.173 0.3 0.3 0.0
H -3.571 1.914 -4.125 0.0 -0.4 0.4
H -1.953 1.463 -3.424 -0.2 0.1 0.0
H -0.669 7.014 -3.661 -0.3 0.0 -0.9
H -1.575 6.315 -2.430 -0.3 -0.1 0.2
H -2.531 7.085 -3.680 0.4 0.1 -0.4
C -0.640 -1.452 4.141 -1.0 -1.1 -0.1
O 0.109 -1.459 5.378 1.7 2.9 -0.8
C 0.879 -0.297 5.525 -0.2 -0.9 0.0
O 0.990 0.641 4.723 -0.7 -1.2 1.2
O 1.519 -0.394 6.694 -0.7 1.6 -0.2
C 2.098 0.859 7.260 1.4 -0.8 -0.8
H -0.261 -0.807 3.349 0.0 0.1 0.4
H -1.689 -1.298 4.392 0.0 0.9 0.0
H -0.719 -2.464 3.745 0.8 -0.1 0.2
H 1.557 1.801 7.171 -1.0 -0.7 0.2
H 3.016 1.092 6.721 0.1 -0.4 -0.2
H 2.429 0.597 8.265 -0.6 0.1 -0.1
C 4.499 2.972 4.362 -0.7 0.4 0.7
O 4.394 1.935 3.396 0.0 -0.5 -0.6
C 3.417 1.905 2.500 1.2 -1.0 -2.3
O 2.507 2.708 2.385 -0.2 -0.6 0.6
O 3.721 0.875 1.587 -0.1 1.8 2.2
C 2.841 0.631 0.504 -1.8 -0.4 -0.3
H 5.312 2.730 5.046 0.0 -0.3 -0.3
H 3.574 3.013 4.937 -0.1 0.0 0.1
H 4.681 3.974 3.974 0.0 -0.2 -0.6
H 2.757 -0.422 0.238 0.9 -0.2 0.5
H 3.084 1.122 -0.438 0.4 0.5 0.5
H 1.811 0.830 0.799 0.0 0.6 -0.1
```
Positions in Å, forces in eV/Å.

Summary:
LUMO level, eV: -3.8
Largest force on an atom, eV/Å: 5.74
Relative energy (zero: lowest compared OMol25 entry of this formula, charge and spin), kJ/mol: 262.8
HOMO energy, eV: -11.88
Multiplicity: 1
Charge: +1
Frontier orbital gap, eV: 8.1

***

(4)
Density functional theory data (wB97M-V/def2-TZVPD) for a 2-piece molecular cluster, C3H9S2 overall.

```
14
Properties=species:S:1:pos:R:3:forces:R:3
S 0.991 -0.236 -2.065 0.1 0.0 -0.1
H 1.402 -0.759 -3.232 0.0 0.0 0.0
C 1.593 1.275 1.465 0.0 0.2 -0.2
C 0.161 1.108 0.966 -0.3 -0.3 0.1
C -0.281 -0.351 1.116 0.3 0.2 0.1
S -1.797 -0.781 0.228 0.0 0.0 0.0
H 1.834 2.324 1.657 0.0 0.0 0.0
H 2.268 0.907 0.690 0.1 -0.1 0.1
H 1.772 0.721 2.390 0.0 0.0 0.0
H -0.546 1.734 1.520 0.1 0.1 0.0
H 0.100 1.382 -0.087 0.0 0.1 0.0
H -0.442 -0.568 2.175 -0.1 -0.1 0.0
H 0.521 -0.999 0.760 -0.1 -0.1 -0.1
H -1.180 -0.792 -0.986 0.0 0.0 0.0
```
Positions in Å, forces in eV/Å.

Summary:
LUMO level, eV: 3.6
Largest force on an atom, eV/Å: 0.41
Relative energy (zero: lowest compared OMol25 entry of this formula, charge and spin), kJ/mol: 0.0
HOMO energy, eV: -2.99
Multiplicity: 1
Charge: -1
Frontier orbital gap, eV: 6.6